This record from the OMol25 dataset describes C34H67NO12Rb2 as an isolated structure at a distorted geometry. The level of theory is wB97M-V/def2-TZVPD.

Structure (XYZ):
```
116
Properties=species:S:1:pos:R:3:lowdin_charge:R:1
C -14.114 -16.038 -1.951 -0.13
H -14.066 -12.913 7.107 0.07
H -16.293 -17.685 -1.623 0.06
H -18.955 -10.871 0.708 0.07
H -17.371 -16.522 -0.807 0.03
C -14.985 -18.458 0.959 -0.03
C -13.653 -7.916 1.102 -0.01
C -16.602 -16.641 -1.571 -0.03
N -15.066 -15.986 0.393 -0.21
H -17.736 -8.889 0.074 0.05
H -13.018 -7.483 1.875 0.09
H -16.687 -9.263 6.433 0.09
H -15.967 -9.725 9.799 0.09
H -19.768 -8.890 1.584 0.06
H -16.779 -15.562 8.071 0.09
H -12.599 -18.376 -0.102 0.11
H -12.416 -13.979 3.732 0.06
H -11.257 -13.965 5.062 0.09
O -10.248 -12.724 0.297 0.02
H -18.910 -12.067 -0.529 0.08
H -12.790 -17.576 2.422 0.08
H -12.301 -12.800 7.336 0.09
C -12.626 -13.035 0.674 -0.01
C -13.024 -12.716 5.317 -0.46
H -17.247 -18.684 3.787 0.09
H -12.159 -11.417 2.569 0.05
H -20.834 -7.525 1.570 0.08
O -15.659 -17.831 6.374 0.04
H -13.230 -12.331 0.102 0.08
H -12.930 -14.798 5.229 0.09
C -16.769 -17.851 4.303 -0.01
O -14.352 -8.038 7.948 0.06
O -13.557 -11.988 4.479 -0.05
H -17.167 -8.704 8.977 0.09
H -18.842 -10.316 -0.920 0.07
H -18.741 -15.643 5.706 0.08
C -15.737 -9.605 6.844 -0.01
O -20.260 -11.660 4.110 0.11
C -15.686 -18.318 5.247 -0.48
C -13.486 -16.776 2.170 -0.05
O -18.370 -10.871 3.405 -0.04
Rb -15.892 -12.683 2.735 0.79
Rb -19.030 -15.345 1.348 0.82
H -16.655 -8.098 2.188 0.06
H -14.018 -18.211 -1.796 0.10
C -15.690 -8.250 2.672 0.00
H -13.413 -15.204 -1.988 0.10
C -16.124 -8.776 9.286 -0.03
H -12.925 -8.482 0.520 0.08
C -13.385 -17.347 -1.592 -0.18
H -12.194 -16.648 0.091 0.11
H -16.292 -17.185 3.583 0.07
C -18.409 -14.605 5.712 0.00
C -13.154 -12.417 6.775 0.00
C -11.137 -11.529 2.206 -0.02
C -16.703 -14.565 7.639 0.00
H -14.096 -7.180 0.432 0.08
H -13.163 -13.293 1.587 0.04
C -15.415 -15.752 -1.057 -0.46
C -12.994 -17.360 -0.109 -0.14
C -19.386 -7.395 0.019 -0.43
C -15.301 -8.797 8.053 -0.50
C -19.312 -11.080 -0.300 0.00
H -14.278 -19.207 1.315 0.08
H -16.938 -16.288 -2.546 0.08
O -16.132 -13.871 5.394 -0.05
C -20.821 -11.003 -0.319 -0.44
H -13.982 -16.691 3.137 0.06
H -17.219 -7.195 -0.250 0.08
H -10.632 -10.569 2.111 0.09
H -14.994 -9.520 6.052 0.07
H -18.517 -14.176 4.715 0.06
H -19.803 -10.856 4.365 0.08
H -12.962 -15.829 2.039 0.06
H -13.891 -19.423 5.488 0.09
H -15.777 -14.090 -2.390 0.08
C -12.319 -13.995 4.817 0.02
H -12.565 -13.985 0.142 0.07
C -14.651 -8.867 1.751 -0.45
C -15.744 -14.281 -1.318 -0.04
C -19.787 -7.808 1.453 -0.01
H -15.751 -10.664 7.100 0.07
H -19.222 -7.287 2.226 0.08
C -19.158 -11.795 3.342 -0.93
H -15.832 -8.006 10.000 0.09
H -15.453 -18.804 0.037 0.07
H -17.389 -13.896 8.158 0.09
H -15.184 -20.294 4.592 0.10
C -14.216 -17.134 0.843 -0.46
H -17.524 -17.309 4.872 0.06
H -12.496 -17.483 -2.208 0.11
H -18.063 -8.074 -1.479 0.08
H -22.619 -11.825 0.664 0.09
H -14.340 -18.915 3.835 0.06
H -14.978 -13.582 -0.984 0.07
H -15.367 -7.261 2.996 0.09
H -10.598 -12.023 3.014 0.09
O -14.559 -10.081 1.648 0.00
C -17.998 -7.942 -0.399 -0.04
H -21.683 -12.990 -0.316 0.08
C -17.003 -14.357 6.172 -0.41
O -18.900 -12.791 2.638 -0.23
H -15.673 -14.228 7.758 0.07
H -14.351 -16.067 -3.015 0.11
C -11.237 -12.410 1.007 -0.41
O -21.412 -10.090 -0.898 0.06
H -13.173 -11.334 6.899 0.09
H -19.142 -14.032 6.280 0.10
O -15.956 -15.589 1.397 -0.42
H -15.776 -18.429 1.708 0.05
C -14.708 -19.330 4.772 -0.01
H -15.936 -8.906 3.507 0.08
O -20.100 -6.806 -0.800 0.05
C -21.621 -12.128 0.348 0.00
H -21.067 -12.600 1.160 0.05
H -16.709 -14.011 -0.888 0.06
```

Total charge   0
Gap between HOMO and LUMO   4.9 eV
E_tot   -2341.4567 a.u.